Entry 1:
Here is C23H52InO4P2 as an isolated structure from the OMol25 dataset. Energies are from ωB97M-V with the def2-TZVPD basis set.

Summary:
electronic energy = -2081.1161 Ha
orbital gap = 5.34 eV
highest occupied orbital energy = -3.34 eV

```
! RIJCOSX wB97M-V def2-TZVPD def2/J DEFGRID3
* xyz -1 1
C 2.6553 -3.3253 -1.4921
C 3.1214 -1.7777 -1.1168
C 2.5903 -1.2895 0.3588
C 1.1327 -1.9134 0.7996
C 0.7805 -1.4010 2.3175
In -0.3669 -1.1701 -0.7825
P -1.2737 1.1170 -0.1817
C -3.1098 1.3465 -0.6515
C -0.2880 2.3395 -1.3349
C -0.7882 2.2612 -2.9099
P -2.1051 -2.9977 -1.0166
C -3.8787 -2.3250 -1.2356
C -1.6141 -3.9160 -2.6633
C -2.6451 -5.1772 -3.0037
H 3.0698 -4.1301 -0.7180
H 3.1032 -3.6567 -2.5458
H 1.4740 -3.4297 -1.5727
H 4.3020 -1.6407 -1.1173
H 2.6852 -1.0584 -1.9596
H 3.3364 -1.4972 1.2390
H 2.4458 -0.1156 0.2965
H 1.0787 -3.0830 0.8006
H 1.6508 -0.7444 2.7881
H -0.2354 -0.8194 2.2984
H 0.6294 -2.2998 3.0879
H 0.5326 -1.0080 -2.3438
H -3.4028 0.6855 -1.5755
H -3.8324 1.0513 0.2493
H -3.3616 2.4840 -0.9085
H 0.8418 1.9543 -1.3412
H -0.2547 3.4322 -0.9086
H -0.9664 3.3362 -3.3460
H 0.0728 1.7176 -3.5328
H -1.7537 1.6184 -3.0745
H -4.6015 -3.0828 -0.6625
H -3.9846 -1.3019 -0.6777
H -4.2315 -2.2834 -2.3713
H -0.5683 -4.4387 -2.4219
H -1.4904 -3.1673 -3.5724
H -3.7612 -4.7873 -3.1407
H -2.3316 -5.7158 -4.0188
H -2.5971 -5.9941 -2.1347
C 1.6630 7.3408 -0.1886
C 1.9522 5.9079 -0.5480
O 1.0550 5.1447 -0.9020
C 3.3817 5.4449 -0.4575
H 0.5907 7.5334 -0.3001
H 1.9458 7.5275 0.8504
H 2.2100 8.0093 -0.8580
H 3.7411 5.5471 0.5696
H 4.0053 6.0290 -1.1389
H 3.4404 4.3899 -0.7459
C 8.3218 7.5578 -1.0457
C 6.9790 6.9186 -1.2785
O 5.9345 7.5380 -1.0831
C 6.9635 5.4924 -1.7598
H 8.1787 8.5871 -0.7003
H 8.8687 7.0041 -0.2783
H 8.8906 7.5777 -1.9787
H 7.4499 4.8467 -1.0242
H 7.4718 5.4203 -2.7247
H 5.9266 5.1627 -1.8844
C -0.4691 -5.5699 5.2348
C 0.5839 -4.5805 5.6570
O 1.1576 -3.8685 4.8344
C 0.9077 -4.4959 7.1246
H -0.5980 -5.5211 4.1483
H -0.1576 -6.5820 5.5049
H -1.4215 -5.3248 5.7114
H 1.2806 -5.4602 7.4790
H 0.0166 -4.2030 7.6855
H 1.6848 -3.7404 7.2818
C -9.0809 -3.4056 0.5967
C -8.8656 -1.9446 0.3048
O -9.7986 -1.1437 0.3323
C -7.4646 -1.5015 -0.0218
H -10.1397 -3.5796 0.8156
H -8.8009 -4.0035 -0.2742
H -8.4904 -3.7015 1.4673
H -7.1125 -2.0146 -0.9203
H -6.8020 -1.7125 0.8214
H -7.4598 -0.4225 -0.2098
*
```

Here are the Löwdin charges for atoms 1 to 8, given in e: -0.169, -0.291, -0.295, -0.450, -0.192, 0.179, 0.616, -0.477

***

Entry 2:
Here is C25H25N7O3SSeV as an isolated structure from the OMol25 dataset. Energies are from ωB97M-V with the def2-TZVPD basis set.

Summary:
electronic energy = -5320.2866 Ha
relative energy (zero: lowest compared OMol25 entry of this formula, charge and spin) = 0.0000 eV
orbital gap (spin up / spin down) = 7.26 / 8.16 eV
highest occupied orbital energy (spin up / spin down) = -10.42 / -10.60 eV

```
! RIJCOSX wB97M-V def2-TZVPD def2/J DEFGRID3
* xyz 1 3
V -0.8223 -0.7589 -0.0769
C -6.6840 0.2241 1.1171
N -5.3339 0.2407 1.6486
N -4.2301 0.1538 0.8395
C -3.1155 0.4626 1.5731
O -1.9699 0.3897 1.0416
C -3.5582 0.7899 2.8693
C -4.9290 0.6529 2.8655
C -5.9075 0.9284 3.9488
C -4.2035 -0.4488 -0.4473
C -4.7534 -1.7079 -0.6421
C -4.6288 -2.3096 -1.8840
C -3.9354 -1.6751 -2.9035
C -3.3842 -0.4195 -2.6972
C -3.5295 0.2124 -1.4703
H -6.6357 0.3179 0.0354
H -7.2406 1.0687 1.5182
H -7.1904 -0.7064 1.3721
H -2.9393 1.0728 3.7013
H -5.3868 1.0489 4.8947
H -6.6279 0.1170 4.0485
H -6.4585 1.8488 3.7464
H -5.2348 -2.2257 0.1771
H -5.0495 -3.2925 -2.0456
H -3.8192 -2.1632 -3.8613
H -2.8396 0.0719 -3.4922
H -3.1260 1.2032 -1.3021
C 1.7244 -3.3177 4.2490
N 0.7267 -3.1734 3.1915
C -0.2789 -4.0819 3.0520
C -1.2702 -3.9543 2.1425
C -1.1991 -2.8077 1.2934
O -2.0439 -2.4251 0.4430
N -0.1160 -1.9930 1.3758
C 0.7912 -2.0471 2.3800
O 1.6307 -1.1739 2.5815
H 1.8794 -4.3755 4.4464
H 1.3972 -2.8177 5.1604
H 2.6552 -2.8711 3.9147
H -0.2338 -4.9174 3.7373
H -2.0670 -4.6736 2.0507
C 1.3450 4.3607 -0.2550
N 1.3937 3.3552 0.7863
C 1.1153 2.0427 0.6628
Se 0.6190 1.1882 -0.9221
N 1.2944 1.4550 1.8519
C 1.7273 2.3934 2.7728
C 2.0564 2.2915 4.1166
C 2.4399 3.4593 4.7511
C 2.4900 4.6817 4.0745
C 2.1634 4.7843 2.7339
C 1.7845 3.6110 2.0961
H 1.0545 3.8901 -1.1897
H 2.3287 4.8140 -0.3685
H 0.6160 5.1272 0.0063
H 1.3233 0.4377 2.0016
H 2.0282 1.3427 4.6341
H 2.7121 3.4285 5.7970
H 2.7940 5.5680 4.6138
H 2.2110 5.7300 2.2126
S -0.4392 -2.5510 -4.4018
C -0.4718 -2.0265 -2.9086
N -0.5004 -1.6248 -1.7932
*
```

Here are the Löwdin charges for atoms 1 to 8, given in e: 0.815, 0.027, -0.042, 0.072, -0.358, -0.145, 0.086, -0.242

***

Entry 3:
Here is C37H47N3P2PtSeSi as an isolated structure from the OMol25 dataset. Energies are from ωB97M-V with the def2-TZVPD basis set.

Summary:
electronic energy = -5095.4622 Ha
relative energy (zero: lowest compared OMol25 entry of this formula, charge and spin) = 0.4091 eV
orbital gap = 6.86 eV
highest occupied orbital energy = -6.46 eV

```
! RIJCOSX wB97M-V def2-TZVPD def2/J DEFGRID3
* xyz 0 1
Pt -0.1407 0.5906 -0.3849
C 0.9193 -1.8170 1.4518
P 0.2549 -1.7212 -0.2585
C -1.2337 -2.7699 -0.2473
C -2.4818 -2.1872 -0.4349
C -3.6336 -2.9647 -0.3996
C -3.5395 -4.3288 -0.1765
C -2.2944 -4.9193 0.0166
C -1.1475 -4.1442 -0.0185
C 1.3873 -2.5836 -1.3822
C 0.8667 -3.3231 -2.4471
C 1.7115 -3.8899 -3.3896
C 3.0857 -3.7224 -3.2802
C 3.6095 -2.9825 -2.2305
C 2.7683 -2.4085 -1.2873
C 0.1090 -0.8250 2.2324
C -0.3520 -0.7714 3.5315
C -1.0817 0.4423 3.6641
C -1.0392 1.0726 2.4372
C -1.6000 2.3519 1.9000
P -1.6942 2.1651 0.0697
C -1.6237 3.8304 -0.6341
C -2.6958 4.7186 -0.5586
C -2.5758 5.9965 -1.0809
C -1.3856 6.3937 -1.6798
C -0.3140 5.5160 -1.7513
C -0.4330 4.2347 -1.2309
C -3.3876 1.5952 -0.2666
C -4.0189 0.7405 0.6370
C -5.2477 0.1773 0.3218
C -5.8519 0.4512 -0.8976
C -5.2222 1.2921 -1.8062
C -3.9955 1.8609 -1.4946
N -0.3056 0.3022 1.5804
H 1.9676 -1.5051 1.3984
H 0.8599 -2.8252 1.8599
H -2.5445 -1.1125 -0.5847
H -4.5999 -2.4970 -0.5404
H -4.4349 -4.9369 -0.1478
H -2.2210 -5.9843 0.1964
H -0.1788 -4.6089 0.1259
H -0.2040 -3.4675 -2.5328
H 1.2959 -4.4667 -4.2064
H 3.7465 -4.1658 -4.0144
H 4.6792 -2.8381 -2.1469
H 3.1870 -1.7965 -0.4998
H -0.1749 -1.5068 4.3007
H -1.5662 0.8121 4.5546
H -0.9308 3.1965 2.0832
H -2.5751 2.6059 2.3194
H -3.6272 4.4073 -0.0989
H -3.4093 6.6848 -1.0203
H -1.2945 7.3929 -2.0867
H 0.6173 5.8275 -2.2071
H 0.4114 3.5511 -1.2529
H -3.5371 0.4867 1.5754
H -5.7290 -0.4832 1.0322
H -6.8111 0.0114 -1.1401
H -5.6903 1.5129 -2.7576
H -3.5093 2.5207 -2.2054
C 2.1319 3.9803 1.1898
Si 3.0977 2.3661 1.1668
C 4.9231 2.8081 1.1065
C 2.7715 1.4634 2.7780
Se 2.6137 1.0919 -0.6190
H 2.4040 4.5847 2.0609
H 1.0562 3.7981 1.2269
H 2.3397 4.5653 0.2901
H 5.2054 3.4232 1.9670
H 5.1583 3.3626 0.1955
H 5.5372 1.9051 1.1154
H 3.0814 2.0790 3.6288
H 3.3416 0.5311 2.8123
H 1.7156 1.2136 2.9039
C -0.2435 1.7511 -5.2449
C -1.1920 0.7593 -4.5796
C -2.6210 0.9965 -5.0559
C -0.7758 -0.6824 -4.8911
N -1.2260 1.0377 -3.1292
N 0.0187 0.8507 -2.4529
H -0.2829 1.6373 -6.3290
H 0.7924 1.5902 -4.9386
H -0.5272 2.7739 -4.9897
H -2.7000 0.8139 -6.1282
H -2.9230 2.0245 -4.8504
H -3.3163 0.3226 -4.5471
H -0.8400 -0.8686 -5.9647
H -1.4350 -1.3920 -4.3836
H 0.2543 -0.8993 -4.5977
H -1.8803 0.4076 -2.6741
H 0.6075 1.6725 -2.5700
H 0.5517 0.0633 -2.8242
*
```

Here are the Löwdin charges for atoms 1 to 8, given in e: 0.736, -0.234, 0.909, -0.354, -0.088, -0.073, -0.079, -0.076

***

Entry 4:
Here is one molecule with the formula C10H11NOS from the OMol25 dataset. Energies are from ωB97M-V with the def2-TZVPD basis set.

Summary:
electronic energy = -915.6915 Ha
relative energy (zero: lowest compared OMol25 entry of this formula, charge and spin) = 4.3389 eV
orbital gap (spin up / spin down) = 6.62 / 6.35 eV
highest occupied orbital energy (spin up / spin down) = -7.50 / -7.38 eV

```
! RIJCOSX wB97M-V def2-TZVPD def2/J DEFGRID3
* xyz 0 1
C 2.8541 1.3533 0.6155
C 2.9826 -0.0171 0.4281
C 1.5553 1.8598 0.5151
C 1.9912 -0.8431 -0.0213
C 0.4985 1.0441 0.1364
C 0.6596 -0.3745 -0.1729
C -0.8672 1.5670 -0.0953
C -1.8469 0.4983 0.1584
C -2.8014 0.2608 -0.9230
C -0.5540 -2.4788 -0.5629
N -0.3513 -1.0760 -0.6447
O -1.1431 2.7193 -0.3630
S -2.1130 0.4467 1.8266
H 3.7612 1.8401 1.0326
H 4.0398 -0.2762 0.7146
H 1.3606 2.8332 0.7808
H 1.9699 -1.9124 -0.3641
H -3.7674 -0.1094 -0.6359
H -2.4584 -0.4656 -1.6022
H -3.0026 1.1874 -1.4584
H -1.3910 -2.6233 -1.2297
H 0.3496 -2.9316 -0.9133
H -0.8237 -2.7633 0.4106
H -0.9025 0.2615 2.3679
*
```

Here are the Löwdin charges for atoms 1 to 8, given in e: -0.097, -0.118, -0.019, -0.025, -0.125, -0.290, -0.457, -0.566

***

Question: Look up the electronic energy of the third one.
Answer: -5095.4622 Ha